(1)
DFT (ωB97M-V/def2-TZVPD) results for an isolated molecule of C7H13NO2S at a distorted geometry.

ΔE to the lowest compared entry with this formula, charge and spin = 2.089 eV
energy = -877.88377 hartree
SMILES = C/C(O)=N/C(=S)CCCCO
maximum force = 4.76 eV Å⁻¹
charge = 0

CARTESIAN COORDINATES (ANGSTROEM)
1 C 3.73 0.61 -0.21
2 C 2.40 0.19 0.23
3 O 1.75 0.98 1.08
4 N 1.87 -0.80 -0.36
5 C 0.73 -1.49 -0.25
6 S 0.50 -2.43 1.04
7 C -0.13 -1.24 -1.39
8 C -0.99 0.00 -0.94
9 C -2.06 -0.49 0.12
10 C -2.10 0.42 1.36
11 O -0.90 0.45 1.98
12 H 3.68 1.44 -0.91
13 H 4.37 0.93 0.76
14 H 4.18 -0.18 -0.72
15 H 0.75 0.85 1.11
16 H -0.82 -2.06 -1.70
17 H 0.50 -1.01 -2.16
18 H -1.56 0.48 -1.77
19 H -0.43 0.79 -0.33
20 H -3.01 -0.50 -0.26
21 H -1.60 -1.45 0.56
22 H -2.40 1.50 1.13
23 H -2.78 -0.08 2.15
24 H -0.63 -0.50 2.33


(2)
DFT (ωB97M-V/def2-TZVPD) results for a structure of composition C3CrF2LiO at a distorted geometry.

energy = -1440.86700 hartree
spin multiplicity = 5
maximum force = 1.49 eV Å⁻¹
charge = +1

CARTESIAN COORDINATES (ANGSTROEM)
1 C -0.40 -1.12 -0.11
2 F -1.23 -2.12 -0.63
3 Li 1.17 1.58 -1.23
4 F -0.74 -0.08 -2.16
5 O 0.65 1.10 2.04
6 C -0.09 -0.07 -0.90
7 C 0.70 1.77 1.11
8 Cr -0.06 -1.06 1.89